[1]
Density functional theory data (the ωB97M-V functional and the def2-TZVPD basis) for one molecule with the formula C22H32N2O6.

SMILES   CCCCOc1ccc(/C=C/C(=O)OCC(=O)NC(=O)NCC(C)C)cc1OCC
HOMO   -8.2 eV
Energy   -1418.5062 Eh
Charge   0
Orbital gap   8.093 eV
E_LUMO   -0.1 eV

Cartesian coordinates (Å):
C1 -8.349 -1.730 2.684
C2 -8.629 -1.399 1.222
C3 -7.658 -0.373 0.640
C4 -6.229 -0.899 0.536
O1 -5.478 0.075 -0.162
C5 -4.156 -0.142 -0.409
C6 -3.483 -1.299 -0.023
C7 -2.153 -1.505 -0.326
C8 -1.437 -0.549 -1.046
C9 -2.106 0.617 -1.422
C10 -3.438 0.851 -1.111
O2 -3.923 2.036 -1.565
C11 -5.113 2.603 -1.041
C12 -5.158 4.052 -1.505
H1 -6.062 4.529 -1.138
H2 -4.292 4.591 -1.131
H3 -5.146 4.092 -2.591
H4 -5.104 2.555 0.054
H5 -5.989 2.059 -1.408
H6 -1.588 1.387 -1.973
C13 -0.051 -0.706 -1.414
C14 0.788 -1.686 -1.040
C15 2.168 -1.686 -1.506
O3 2.673 -0.905 -2.275
O4 2.876 -2.708 -0.944
C16 4.224 -2.803 -1.363
C17 5.083 -1.612 -0.935
O5 6.104 -1.330 -1.526
N1 4.620 -0.968 0.162
C18 5.119 0.207 0.793
O6 4.584 0.586 1.810
N2 6.141 0.782 0.159
H7 6.499 0.332 -0.677
C19 6.835 1.932 0.683
H8 6.296 2.246 1.580
C20 8.300 1.620 1.027
C21 8.382 0.494 2.054
H9 8.007 -0.434 1.629
H10 9.412 0.337 2.363
H11 7.788 0.733 2.932
C22 9.098 1.270 -0.227
H12 9.022 2.065 -0.966
H13 8.737 0.346 -0.673
H14 10.148 1.135 0.022
H15 8.722 2.531 1.467
H16 6.795 2.740 -0.056
H17 3.782 -1.327 0.606
H18 4.620 -3.715 -0.909
H19 4.287 -2.878 -2.454
H20 0.510 -2.498 -0.388
H21 0.358 0.064 -2.058
H22 -1.680 -2.421 -0.012
H23 -4.012 -2.066 0.520
H24 -6.220 -1.850 -0.014
H25 -5.800 -1.060 1.533
H26 -7.984 -0.094 -0.363
H27 -7.657 0.530 1.253
H28 -9.640 -0.995 1.140
H29 -8.589 -2.314 0.627
H30 -9.123 -2.387 3.074
H31 -8.337 -0.823 3.284
H32 -7.392 -2.233 2.797

---

[2]
Density functional theory data (the ωB97M-V functional and the def2-TZVPD basis) for C22H32N2OP2Pt as an isolated structure.

Multiplicity   5
HOMO (alpha / beta)   -10.9 / -13.4 eV
Energy   -1843.5386 Eh
Charge   +2
⟨S²⟩   6.034
Orbital gap (alpha / beta)   5.212 / 4.422 eV
E_LUMO (alpha / beta)   -5.7 / -9.0 eV

Cartesian coordinates (Å):
C1 -3.942 -1.925 1.376
C2 -2.983 -1.344 0.589
C3 -3.229 0.075 0.278
C4 -4.074 0.961 1.059
C5 -4.893 0.273 2.026
C6 -4.852 -1.120 2.116
C7 -4.006 2.366 0.678
C8 -3.188 2.837 -0.431
C9 -2.431 1.803 -1.119
C10 -1.430 2.024 -2.154
C11 -1.522 3.267 -2.748
C12 -2.278 4.325 -2.165
C13 -3.072 4.148 -1.023
H1 -3.996 -3.015 1.374
H2 -5.515 0.815 2.745
H3 -5.537 -1.694 2.780
H4 -4.520 3.117 1.326
H5 -1.055 3.371 -3.728
H6 -2.205 5.295 -2.704
H7 -3.559 5.033 -0.590
N1 -2.796 0.516 -0.919
Pt1 1.051 0.085 0.764
C14 -1.881 -2.136 -0.092
H8 -1.810 -2.009 -1.190
H9 -1.973 -3.233 0.065
C15 -0.568 0.858 -2.653
H10 -1.158 -0.060 -2.706
H11 -0.169 0.984 -3.674
P1 -0.134 -1.833 0.628
P2 0.888 0.418 -1.546
C16 2.047 1.764 -1.880
H12 3.020 1.553 -1.425
H13 2.175 1.837 -2.966
H14 1.672 2.713 -1.495
C17 1.669 -0.852 -2.590
H15 2.038 -0.333 -3.486
H16 2.503 -1.343 -2.084
H17 0.935 -1.593 -2.912
C18 -0.403 -2.413 2.299
H18 -0.838 -3.411 2.220
H19 0.546 -2.463 2.831
H20 -1.096 -1.781 2.847
C19 0.721 -3.247 -0.116
H21 1.777 -3.256 0.172
H22 0.195 -4.111 0.303
H23 0.607 -3.250 -1.201
H24 0.381 1.122 1.748
H25 0.959 1.732 0.910
C20 4.740 -1.856 2.039
N2 4.725 -0.489 1.565
C21 5.901 0.362 1.551
C22 3.648 -0.102 0.922
O1 2.691 -0.962 0.764
H26 5.758 -2.074 2.380
H27 4.387 -2.530 1.241
H28 3.995 -1.949 2.852
H29 6.140 0.664 0.516
H30 5.676 1.305 2.069
H31 6.733 -0.175 2.018
H32 3.539 0.933 0.544

---

[3]
Density functional theory data (the ωB97M-V functional and the def2-TZVPD basis) for one molecule with the formula C22H32N4O2S.

SMILES   O=C(NC1CCN(C(=S)NCc2ccco2)CC1)N[C@]12C[C@H]3C[C@H](C[C@H](C3)C1)C2
HOMO   -8.3 eV
Energy   -1625.2810 Eh
Charge   0
Orbital gap   8.816 eV
E_LUMO   0.6 eV

Cartesian coordinates (Å):
O1 -1.832 -2.178 0.636
C1 -1.054 -1.364 0.177
N1 -1.369 -0.072 -0.127
H1 -0.688 0.460 -0.646
C2 -2.732 0.452 -0.146
C3 -3.599 -0.319 -1.148
C4 -5.007 0.271 -1.167
C5 -4.939 1.741 -1.582
C6 -4.080 2.511 -0.581
C7 -2.669 1.923 -0.559
H2 -2.045 2.476 0.147
H3 -2.218 2.010 -1.552
C8 -4.700 2.404 0.811
C9 -4.765 0.934 1.224
C10 -3.355 0.347 1.249
H4 -2.731 0.887 1.965
H5 -3.382 -0.702 1.544
C11 -5.623 0.159 0.226
H6 -6.639 0.561 0.217
H7 -5.676 -0.890 0.522
H8 -5.205 0.855 2.224
H9 -4.101 2.967 1.530
H10 -5.704 2.834 0.803
H11 -4.027 3.565 -0.879
H12 -5.945 2.166 -1.612
H13 -4.511 1.826 -2.584
H14 -5.621 -0.283 -1.886
H15 -3.149 -0.259 -2.143
H16 -3.630 -1.368 -0.851
N2 0.272 -1.653 -0.018
H17 0.836 -1.010 -0.553
C12 0.757 -3.013 0.082
C13 1.603 -3.378 -1.144
H18 1.531 -4.445 -1.350
C14 3.072 -3.005 -0.894
N3 3.197 -1.897 0.028
C15 3.255 -0.625 -0.434
N4 3.525 0.345 0.480
H19 3.930 0.053 1.358
C16 3.806 1.718 0.106
C17 5.265 2.023 0.181
C18 5.995 2.734 1.090
C19 7.344 2.650 0.667
C20 7.331 1.889 -0.461
O2 6.082 1.505 -0.759
H20 8.114 1.564 -1.116
H21 8.196 3.094 1.138
H22 5.620 3.258 1.945
H23 3.446 1.845 -0.920
H24 3.260 2.388 0.776
S1 2.947 -0.254 -2.023
C21 2.768 -2.211 1.380
H25 2.430 -1.294 1.865
C22 1.600 -3.209 1.352
H26 1.964 -4.237 1.367
H27 0.976 -3.057 2.232
H28 3.608 -2.625 1.953
H29 3.564 -2.734 -1.829
H30 3.610 -3.847 -0.448
H31 1.224 -2.840 -2.013
H32 -0.134 -3.647 0.147